# 1
C15H17N3O3S2Sc as an isolated structure, computed with the ωB97M-V functional and the def2-TZVPD basis.

Positions of all 41 atoms, in Å:
Sc1 -0.09 -1.08 0.72
S1 2.27 -1.79 0.35
C1 2.07 -2.01 2.09
C2 3.12 -2.33 2.96
C3 2.85 -2.44 4.31
C4 1.55 -2.22 4.79
C5 0.57 -1.91 3.89
N1 0.83 -1.83 2.57
H1 4.12 -2.48 2.58
H2 3.64 -2.68 5.00
H3 1.32 -2.28 5.84
H4 -0.45 -1.71 4.19
C6 -0.74 -3.53 -4.31
N2 -1.43 -3.26 -3.05
C7 -1.28 -2.21 -2.25
S2 -1.77 -2.44 -0.60
N3 -0.82 -1.04 -2.69
C8 -0.81 -0.57 -4.07
H5 -0.49 -4.59 -4.32
H6 0.20 -2.97 -4.34
H7 -1.34 -3.30 -5.18
H8 -1.87 -4.05 -2.61
H9 -0.66 -0.33 -1.98
H10 -1.53 -1.13 -4.66
H11 0.18 -0.65 -4.53
H12 -1.11 0.47 -4.06
O1 -1.71 2.96 2.53
C9 -1.09 3.55 1.50
C10 -1.07 4.95 1.37
C11 -0.44 5.54 0.30
C12 0.20 4.77 -0.68
C13 0.18 3.40 -0.56
C14 -0.46 2.77 0.52
C15 -0.42 1.31 0.58
O2 -0.80 0.65 1.59
O3 0.04 0.63 -0.42
H13 -2.11 3.64 3.09
H14 -1.57 5.55 2.12
H15 -0.43 6.62 0.22
H16 0.70 5.24 -1.51
H17 0.67 2.78 -1.30

Computed properties:
- F_max (eV Å⁻¹) = 0.75
- E_HOMO (eV) = -11.1
- total charge = +1
- energy relative to the best compared isomer or geometry (same formula, charge and spin) (kJ/mol) = 0.00
- orbital gap (eV) = 8.3

Löwdin population analysis, charges in e, atoms 1 to 2: number 1, Sc, carries 0.79; number 2, S, carries 0.62

***

# 2
C15H17N4O5S3V as an isolated structure, computed with the ωB97M-V functional and the def2-TZVPD basis.

Positions of all 45 atoms, in Å:
V1 0.03 0.80 0.56
S1 1.60 -0.95 0.13
C1 1.80 -0.47 1.82
N1 3.05 -0.47 2.29
N2 3.28 -0.08 3.56
C2 2.76 1.01 4.29
C3 2.88 0.97 5.68
C4 2.44 2.03 6.45
C5 1.86 3.14 5.85
C6 1.75 3.18 4.47
C7 2.21 2.14 3.68
N3 0.79 -0.13 2.64
N4 -0.48 -0.23 2.21
C8 -1.44 -0.05 3.20
C9 -1.14 -0.13 4.57
C10 -2.14 0.01 5.51
C11 -3.46 0.24 5.12
C12 -3.75 0.32 3.76
C13 -2.76 0.18 2.81
H1 4.20 -0.36 3.85
H2 3.30 0.09 6.15
H3 2.53 1.98 7.53
H4 1.49 3.96 6.45
H5 1.31 4.04 3.98
H6 2.13 2.20 2.61
H7 -0.11 -0.29 4.87
H8 -1.89 -0.04 6.56
H9 -4.24 0.35 5.86
H10 -4.77 0.52 3.44
H11 -2.98 0.27 1.76
O1 1.38 2.40 0.62
S2 0.18 3.12 0.02
O2 0.41 4.46 -0.41
O3 -0.18 2.11 -1.06
O4 -0.88 2.88 1.04
C14 -0.73 -0.68 -2.65
S3 -1.99 -1.01 -1.42
C15 -1.41 -2.59 -0.83
O5 -1.75 -0.03 -0.31
H12 -0.88 -1.36 -3.50
H13 0.25 -0.81 -2.21
H14 -0.87 0.35 -2.96
H15 -1.48 -3.32 -1.65
H16 -2.08 -2.88 -0.02
H17 -0.39 -2.48 -0.46

Computed properties:
- F_max (eV Å⁻¹) = 0.41
- E_HOMO (alpha / beta) (eV) = -4.0 / -4.2
- 2S+1 = 4
- total charge = -1
- energy relative to the best compared isomer or geometry (same formula, charge and spin) (kJ/mol) = 84.00
- orbital gap (alpha / beta) (eV) = 6.2 / 6.4

Löwdin population analysis, charges in e, atoms 1 to 2: number 1, V, carries 0.72; number 2, S, carries 0.61

***

# 3
C15H17N5Pd as an isolated structure in a non-equilibrium geometry, computed with the ωB97M-V functional and the def2-TZVPD basis.

Positions of all 38 atoms, in Å:
C1 -0.49 1.48 1.26
C2 -0.62 -1.36 1.45
H1 0.42 2.08 1.42
H2 -0.87 0.98 2.16
H3 -1.25 2.07 0.74
H4 -0.19 -2.32 1.16
H5 -0.15 -0.96 2.35
H6 -1.71 -1.41 1.59
C3 0.60 2.62 -1.49
C4 0.84 3.45 -2.58
C5 1.05 2.87 -3.83
C6 0.97 1.49 -3.96
H7 0.38 3.01 -0.50
H8 0.86 4.52 -2.42
H9 1.27 3.50 -4.70
H10 1.09 0.96 -4.91
N1 0.60 1.28 -1.60
C7 0.76 0.69 -2.82
C8 0.62 -0.77 -2.85
N2 0.38 -1.37 -1.65
C9 0.14 -2.69 -1.59
C10 0.47 -2.92 -3.96
C11 0.21 -3.50 -2.72
H11 -0.14 -3.08 -0.62
H12 0.04 -4.56 -2.59
C12 0.64 -1.54 -4.02
H13 0.80 -1.00 -4.95
H14 0.53 -3.53 -4.86
Pd1 0.11 -0.04 0.01
C13 -1.95 0.01 -0.13
H15 -2.28 -0.99 -0.45
H16 -2.12 0.76 -0.91
H17 -2.44 0.33 0.81
N3 1.99 -0.01 1.03
C14 2.24 0.07 2.20
N4 2.57 0.15 3.44
C15 1.66 0.00 4.39
N5 0.92 -0.11 5.30

Computed properties:
- F_max (eV Å⁻¹) = 2.26
- E_HOMO (alpha / beta) (eV) = -4.8 / -8.4
- 2S+1 = 3
- total charge = 0
- orbital gap (alpha / beta) (eV) = 5.1 / 4.0

Löwdin population analysis, charges in e, atoms 1 to 2: number 1, C, carries -0.20; number 2, C, carries -0.17

***

# 4
C15H17N7O4Os as an isolated structure, computed with the ωB97M-V functional and the def2-TZVPD basis.

Positions of all 44 atoms, in Å:
Os1 0.82 0.00 -0.16
N1 2.96 0.19 -0.50
N2 3.28 1.56 -0.61
C1 2.29 2.49 -0.66
N3 2.65 3.73 -0.88
N4 1.03 2.02 -0.46
N5 -0.06 3.00 -0.41
O1 -1.14 2.51 -0.53
O2 0.21 4.16 -0.25
H1 3.51 -0.22 0.25
H2 3.20 -0.30 -1.36
H3 4.23 1.80 -0.86
H4 3.62 3.97 -1.03
H5 1.96 4.46 -0.82
C2 -3.68 -0.54 -3.33
C3 -2.32 -0.81 -3.44
C4 -1.51 -0.67 -2.33
C5 -2.07 -0.27 -1.11
C6 -3.43 -0.01 -1.00
C7 -4.23 -0.14 -2.12
N6 -1.21 -0.13 0.00
N7 -1.74 -0.05 1.14
C8 -0.78 0.03 2.12
C9 -1.14 0.10 3.46
C10 -0.14 0.14 4.41
C11 1.22 0.11 4.05
C12 1.59 0.04 2.73
C13 0.60 0.01 1.73
H6 -4.32 -0.64 -4.20
H7 -1.90 -1.13 -4.38
H8 -0.46 -0.92 -2.41
H9 -3.85 0.31 -0.05
H10 -5.29 0.07 -2.05
H11 -2.19 0.11 3.74
H12 -0.40 0.18 5.46
H13 1.98 0.13 4.82
H14 2.65 0.01 2.47
C14 0.71 -4.23 -0.42
C15 0.35 -2.89 0.13
O3 -0.45 -2.65 0.99
O4 1.08 -1.86 -0.43
H15 0.21 -5.01 0.15
H16 1.79 -4.37 -0.39
H17 0.40 -4.28 -1.46

Computed properties:
- F_max (eV Å⁻¹) = 0.67
- E_HOMO (alpha / beta) (eV) = -14.7 / -14.7
- total charge = +2
- energy relative to the best compared isomer or geometry (same formula, charge and spin) (kJ/mol) = 0.00
- orbital gap (alpha / beta) (eV) = 5.6 / 5.6

Löwdin population analysis, charges in e, atoms 1 to 2: number 1, Os, carries 1.57; number 2, N, carries -0.02

***

# 5
C15H18Br2N2O4S as an isolated structure in a non-equilibrium geometry, computed with the ωB97M-V functional and the def2-TZVPD basis.

Positions of all 42 atoms, in Å:
C1 -3.94 -0.78 0.46
C2 -3.67 0.06 -0.78
Br1 -2.71 -0.93 -2.15
C3 -3.00 1.39 -0.53
Br2 -4.15 2.43 0.68
C4 -1.56 1.31 0.00
C5 -1.20 2.04 1.26
O1 0.21 1.69 1.37
S1 0.22 0.10 1.23
O2 -0.04 -0.44 2.48
O3 1.30 -0.40 0.49
O4 -1.05 0.01 0.25
H1 -3.16 -0.68 1.20
H2 -4.87 -0.44 0.90
H3 -4.02 -1.82 0.18
H4 -4.63 0.28 -1.21
H5 -3.00 1.94 -1.45
H6 -0.96 1.79 -0.77
H7 -1.69 1.50 2.06
H8 -1.32 3.11 1.28
N1 -0.85 -3.54 -1.81
C6 0.35 -3.61 -1.25
C7 1.12 -4.77 -1.22
C8 0.60 -5.92 -1.80
C9 -0.66 -5.86 -2.39
C10 -1.34 -4.65 -2.37
H9 0.72 -2.69 -0.81
H10 2.09 -4.77 -0.76
H11 1.16 -6.84 -1.80
H12 -1.10 -6.73 -2.85
H13 -2.32 -4.56 -2.82
N2 3.27 5.25 1.10
C11 4.47 5.07 1.66
C12 5.10 3.84 1.75
C13 4.46 2.73 1.23
C14 3.21 2.89 0.65
C15 2.67 4.17 0.61
H14 4.94 5.96 2.06
H15 6.08 3.75 2.21
H16 4.91 1.75 1.28
H17 2.67 2.06 0.23
H18 1.70 4.34 0.16

Computed properties:
- F_max (eV Å⁻¹) = 2.59
- E_HOMO (eV) = -9.4
- total charge = 0
- orbital gap (eV) = 9.7

Löwdin population analysis, charges in e, atoms 1 to 2: number 1, C, carries -0.14; number 2, C, carries -0.79

***

# 6
C15H18BrClN3O7Pt as an isolated structure, computed with the ωB97M-V functional and the def2-TZVPD basis.

Positions of all 46 atoms, in Å:
Pt1 -0.96 0.07 0.16
O1 -3.07 -3.18 -1.22
Cl1 -3.17 -1.75 -1.34
O2 -3.71 -1.39 -2.61
O3 -1.76 -1.22 -1.28
O4 -3.92 -1.20 -0.26
C1 1.89 2.11 0.61
C2 0.63 2.31 1.46
C3 1.05 2.66 2.89
C4 -0.24 3.44 0.90
O5 -0.10 1.11 1.59
H1 2.50 3.02 0.61
H2 1.64 1.87 -0.42
H3 2.47 1.29 1.03
H4 1.63 3.58 2.92
H5 1.65 1.84 3.31
H6 0.16 2.79 3.51
H7 0.32 4.38 0.89
H8 -1.12 3.57 1.53
H9 -0.56 3.22 -0.12
N1 -1.80 -4.85 1.85
C5 -1.66 -3.53 2.24
C6 -1.29 -2.58 1.29
N2 -1.23 -1.30 1.60
C7 -1.44 -0.94 2.88
C8 -1.74 -1.91 3.81
N3 -1.87 -3.20 3.51
H10 -2.12 -4.96 0.91
H11 -2.31 -5.41 2.52
H12 -1.09 -2.86 0.26
H13 -1.35 0.11 3.10
H14 -1.90 -1.63 4.84
Br1 3.47 0.62 -6.09
C9 2.68 0.25 -4.40
C10 3.13 -0.85 -3.68
C11 2.55 -1.11 -2.45
C12 1.53 -0.30 -1.96
C13 1.09 0.80 -2.69
C14 1.68 1.07 -3.92
C15 0.00 1.76 -2.24
O6 -0.06 2.84 -2.81
O7 -0.82 1.44 -1.30
H15 3.92 -1.48 -4.07
H16 2.89 -1.95 -1.87
H17 1.10 -0.52 -1.00
H18 1.34 1.94 -4.48

Computed properties:
- F_max (eV Å⁻¹) = 0.26
- E_HOMO (eV) = -5.6
- total charge = -1
- energy relative to the best compared isomer or geometry (same formula, charge and spin) (kJ/mol) = 0.00
- orbital gap (eV) = 7.9

Löwdin population analysis, charges in e, atoms 1 to 2: number 1, Pt, carries 1.20; number 2, O, carries -0.35

***

# 7
C15H18BrN2OPdSi as an isolated structure in a non-equilibrium geometry, computed with the ωB97M-V functional and the def2-TZVPD basis.

Positions of all 39 atoms, in Å:
Pd1 -0.81 -0.27 0.65
O1 -1.92 -3.13 5.97
C1 -1.75 -2.67 4.75
C2 -1.83 -3.45 3.59
C3 -1.62 -2.86 2.37
N1 -1.36 -1.54 2.24
C4 -1.31 -0.83 3.37
Br1 -0.92 1.00 2.95
C5 -1.47 -1.29 4.64
H1 -2.13 -4.07 6.01
H2 -2.07 -4.50 3.64
H3 -1.71 -3.43 1.45
H4 -1.42 -0.66 5.51
C6 1.37 3.30 -3.74
Si1 -0.30 2.69 -3.29
C7 -1.47 1.99 -4.58
C8 -1.51 4.41 -2.96
C9 -0.32 1.70 -1.77
C10 -0.40 0.96 -0.77
H5 1.33 3.95 -4.62
H6 2.00 2.44 -3.97
H7 1.84 3.85 -2.92
H8 -1.53 2.65 -5.45
H9 -2.46 1.77 -4.20
H10 -0.97 1.05 -4.86
H11 -1.45 4.90 -3.93
H12 -0.89 4.81 -2.17
H13 -2.49 4.03 -2.68
C11 3.60 -1.95 0.36
C12 3.39 -0.61 0.61
C13 2.09 -0.13 0.68
N2 1.05 -0.96 0.54
C14 1.24 -2.27 0.30
C15 2.51 -2.80 0.20
H14 4.61 -2.34 0.29
H15 4.21 0.08 0.74
H16 1.87 0.91 0.87
H17 0.36 -2.89 0.19
H18 2.63 -3.85 0.01

Computed properties:
- F_max (eV Å⁻¹) = 1.95
- E_HOMO (alpha / beta) (eV) = -18.4 / -18.4
- total charge = +3
- energy relative to the best compared isomer or geometry (same formula, charge and spin) (kJ/mol) = 326.99
- orbital gap (alpha / beta) (eV) = 3.5 / 3.5

Löwdin population analysis, charges in e, atoms 1 to 2: number 1, Pd, carries 0.89; number 2, O, carries 0.18

***

# 8
C15H18CdF5N3O3 as an isolated structure in a non-equilibrium geometry, computed with the ωB97M-V functional and the def2-TZVPD basis.

Positions of all 45 atoms, in Å:
C1 2.61 -0.90 0.69
C2 2.03 -2.07 -0.05
C3 0.40 -2.32 -0.20
C4 -0.11 -3.30 1.01
F1 0.91 -4.40 1.12
F2 -1.41 -3.97 0.76
C5 -0.17 -2.59 2.49
F3 -1.56 -2.00 2.61
F4 -0.07 -3.60 3.59
C6 0.16 -3.30 -1.53
N1 1.25 -3.32 -2.60
C7 0.64 -3.08 -3.83
O1 0.40 -2.54 -5.05
N2 -1.20 -2.89 -2.12
C8 -1.81 -1.70 -1.41
O2 -3.09 -1.27 -1.33
C9 -0.48 -1.02 -0.65
F5 0.26 -0.51 -1.86
C10 -0.73 0.22 0.39
C11 0.07 1.62 -0.04
N3 -0.08 2.56 1.14
C12 -1.37 3.34 1.12
C13 -1.48 4.43 -0.12
C14 1.14 3.43 1.37
C15 2.34 3.75 0.30
O3 1.23 4.03 2.58
H1 2.06 -0.34 1.59
H2 3.65 -0.50 0.28
H3 2.83 -2.79 -0.55
H4 0.59 -1.69 2.61
H5 0.05 -4.46 -1.30
H6 -1.85 -3.69 -2.34
H7 -1.91 0.43 0.45
H8 -0.40 0.00 1.50
H9 1.17 1.28 -0.27
H10 -0.40 2.03 -1.04
H11 -1.40 3.98 2.13
H12 -2.33 2.63 1.19
H13 -1.82 3.83 -1.08
H14 -0.45 4.92 -0.37
H15 -2.34 5.21 0.09
H16 1.99 3.99 -0.79
H17 2.99 4.66 0.72
H18 3.08 2.81 0.34
Cd1 -5.40 -0.92 -1.54

Computed properties:
- F_max (eV Å⁻¹) = 11.68
- E_HOMO (eV) = -14.7
- total charge = +2
- orbital gap (eV) = 2.1

Löwdin population analysis, charges in e, atoms 1 to 2: number 1, C, carries 0.03; number 2, C, carries -0.04

***

# 9
A 7-piece molecular cluster, C15H18Cl6F4O12 overall in a non-equilibrium geometry, computed with the ωB97M-V functional and the def2-TZVPD basis.

Positions of all 55 atoms, in Å:
C1 0.72 1.21 0.53
C2 -0.80 1.18 0.85
O1 -1.34 0.75 -0.36
C3 -0.44 0.45 -1.27
O2 -0.68 -0.03 -2.35
O3 0.77 0.72 -0.84
F1 -1.24 2.45 1.08
H1 1.51 0.72 1.09
H2 1.01 2.26 0.41
H3 -0.97 0.59 1.75
C4 -4.31 -0.03 -2.76
C5 -4.77 -0.71 -4.03
O4 -6.17 -0.63 -3.90
C6 -6.49 -0.43 -2.58
O5 -7.62 -0.31 -2.20
O6 -5.38 -0.21 -1.87
F2 -4.33 -1.99 -4.11
H4 -4.09 1.04 -2.79
H5 -3.42 -0.53 -2.37
H6 -4.31 -0.18 -4.86
C7 0.77 -2.76 5.96
C8 -0.74 -2.76 6.06
O7 -1.04 -1.78 5.05
C9 -0.13 -1.91 4.10
O8 -0.08 -1.31 3.07
O9 0.89 -2.75 4.53
F3 -1.20 -2.37 7.26
H7 1.28 -3.62 6.40
H8 1.20 -1.87 6.42
H9 -1.23 -3.70 5.78
C10 3.55 -0.92 -2.37
C11 3.82 0.54 -2.21
O10 2.98 1.08 -3.23
C12 2.74 0.18 -4.15
O11 2.25 0.34 -5.24
O12 3.07 -1.05 -3.70
F4 5.09 0.89 -2.49
H10 2.78 -1.26 -1.68
H11 4.46 -1.53 -2.31
H12 3.49 0.93 -1.25
C13 0.68 4.21 3.30
Cl1 0.28 2.62 3.79
Cl2 2.28 4.26 2.40
H13 -0.11 4.51 2.62
H14 0.83 4.83 4.17
C14 -0.96 1.02 -5.34
Cl3 -1.92 2.24 -6.19
Cl4 -1.67 -0.59 -5.74
H15 0.07 1.13 -5.67
H16 -1.03 1.24 -4.28
C15 4.08 -1.34 3.12
Cl5 3.67 -0.16 4.35
Cl6 3.39 -1.00 1.48
H17 5.17 -1.40 3.11
H18 3.66 -2.28 3.46

Computed properties:
- F_max (eV Å⁻¹) = 3.31
- E_HOMO (eV) = -10.4
- SMILES = O=C1OC[C@@H](F)O1.O=C1OC[C@@H](F)O1.O=C1OC[C@@H](F)O1.O=C1OC[C@@H](F)O1.ClCCl.ClCCl.ClCCl
- total charge = 0
- energy relative to the best compared isomer or geometry (same formula, charge and spin) (kJ/mol) = 77.21
- orbital gap (eV) = 10.4

Löwdin population analysis, charges in e, atoms 1 to 2: number 1, C, carries -0.03; number 2, C, carries -0.30

***

# 10
C15H18ClF3N2O4Ta as an isolated structure in a non-equilibrium geometry, computed with the ωB97M-V functional and the def2-TZVPD basis.

Positions of all 44 atoms, in Å:
Ta1 -0.07 0.04 -0.05
N1 -1.38 1.36 -1.38
C1 -2.25 2.33 -0.71
C2 -2.31 2.05 0.78
O1 -3.12 2.64 1.49
N2 -1.39 1.15 1.19
C3 -1.39 0.89 2.62
C4 -0.22 -0.01 2.99
O2 0.05 -0.25 4.16
O3 0.41 -0.48 1.96
H1 -1.92 0.70 -1.93
H2 -0.73 1.79 -2.02
H3 -1.85 3.34 -0.84
H4 -3.26 2.32 -1.13
H5 -1.34 1.82 3.19
H6 -2.31 0.40 2.93
F1 1.26 -1.38 -2.55
C5 0.24 -0.52 -2.31
F2 0.50 0.54 -3.18
F3 -0.86 -1.12 -2.95
C6 3.87 0.68 0.37
O4 2.74 0.41 -0.44
C7 1.56 1.12 -0.16
C8 1.67 2.60 0.15
H7 4.34 1.64 0.12
H8 4.59 -0.11 0.18
H9 3.61 0.67 1.44
H10 2.68 2.97 -0.03
H11 1.41 2.83 1.19
H12 1.02 3.20 -0.49
Cl1 -2.95 -1.47 -0.45
C9 -2.35 -2.38 0.94
C10 -3.26 -2.74 1.92
C11 -2.81 -3.41 3.04
C12 -1.45 -3.69 3.16
C13 -0.57 -3.33 2.16
C14 -0.99 -2.66 1.00
C15 -0.04 -2.19 -0.05
H13 -4.31 -2.48 1.80
H14 -3.50 -3.68 3.82
H15 -1.08 -4.19 4.05
H16 0.49 -3.52 2.27
H17 -0.32 -2.60 -1.02
H18 0.98 -2.51 0.19

Computed properties:
- F_max (eV Å⁻¹) = 1.05
- E_HOMO (eV) = -3.6
- total charge = -1
- energy relative to the best compared isomer or geometry (same formula, charge and spin) (kJ/mol) = 26.76
- orbital gap (eV) = 6.4

Löwdin population analysis, charges in e, atoms 1 to 2: number 1, Ta, carries 1.60; number 2, N, carries -0.08

***

# 11
C15H18CoN3OS5Sb as an isolated structure in a non-equilibrium geometry, computed with the ωB97M-V functional and the def2-TZVPD basis.

Positions of all 44 atoms, in Å:
Co1 -0.14 -2.66 1.27
S1 0.90 -6.80 0.05
Sb1 1.54 -5.51 1.86
S2 1.93 -3.30 0.88
S3 -0.55 -4.38 2.52
C1 0.42 2.83 3.42
C2 1.62 2.24 2.67
N1 1.27 1.85 1.33
C3 1.50 2.82 0.27
C4 2.83 2.59 -0.44
C5 0.73 0.65 1.02
S4 0.36 -0.39 2.33
N2 0.50 0.47 -0.27
C6 0.09 -0.64 -0.87
O1 -0.14 -1.76 -0.38
C7 -0.12 -0.49 -2.34
C8 -0.64 -1.56 -3.06
C9 -0.86 -1.44 -4.42
C10 -0.56 -0.25 -5.07
C11 -0.02 0.81 -4.36
C12 0.20 0.69 -3.00
H1 0.72 3.14 4.42
H2 -0.35 2.07 3.51
H3 0.02 3.68 2.89
H4 1.97 1.36 3.21
H5 2.43 2.97 2.61
H6 1.48 3.82 0.72
H7 0.68 2.73 -0.45
H8 3.66 2.67 0.26
H9 2.96 3.32 -1.24
H10 2.83 1.59 -0.87
H11 -0.85 -2.49 -2.55
H12 -1.26 -2.27 -4.98
H13 -0.73 -0.15 -6.13
H14 0.23 1.73 -4.86
H15 0.62 1.51 -2.44
S5 -4.05 -1.02 2.82
C13 -4.01 -0.83 1.11
C14 -2.92 -1.45 0.60
N3 -2.13 -2.07 1.51
C15 -2.60 -1.94 2.71
H16 -4.77 -0.28 0.60
H17 -2.65 -1.49 -0.45
H18 -2.14 -2.35 3.59

Computed properties:
- F_max (eV Å⁻¹) = 1.98
- E_HOMO (alpha / beta) (eV) = -4.2 / -4.1
- 2S+1 = 3
- total charge = -1
- energy relative to the best compared isomer or geometry (same formula, charge and spin) (kJ/mol) = 84.02
- orbital gap (alpha / beta) (eV) = 6.5 / 5.1

Löwdin population analysis, charges in e, atoms 1 to 2: number 1, Co, carries -0.34; number 2, S, carries -0.25